{
  "formula": "C29H49IrNP2",
  "method": "wB97M-V/def2-TZVPD",
  "symbols": ["Ir", "C", "C", "C", "C", "C", "C", "H", "H", "H", "C", "H", "H", "H", "C", "H", "H", "H", "C", "H", "H", "H", "C", "H", "H", "H", "C", "C", "C", "C", "C", "C", "C", "C", "H", "H", "H", "H", "H", "H", "H", "H", "H", "H", "H", "H", "P", "C", "C", "P", "C", "C", "C", "H", "H", "H", "H", "H", "H", "H", "H", "H", "H", "H", "H", "H", "H", "C", "C", "C", "C", "C", "C", "N", "H", "H", "H", "H", "H", "H", "H", "H"],
  "positions_angstrom": [[-0.89, 0.73, -1.00], [-0.81, 2.27, -2.63], [-1.90, 1.37, -2.89], [-2.35, 2.50, -0.91], [-1.09, 2.97, -1.41], [-2.85, 1.50, -1.82], [0.34, 2.53, -3.54], [0.59, 1.64, -4.13], [1.21, 2.86, -2.97], [0.08, 3.33, -4.25], [-0.27, 4.07, -0.83], [0.48, 4.41, -1.55], [0.24, 3.73, 0.08], [-0.91, 4.92, -0.56], [-3.06, 3.05, 0.28], [-3.21, 4.13, 0.18], [-2.48, 2.88, 1.19], [-4.04, 2.58, 0.40], [-4.18, 0.83, -1.74], [-4.94, 1.45, -2.22], [-4.48, 0.68, -0.70], [-4.15, -0.13, -2.27], [-2.07, 0.52, -4.10], [-2.65, 1.07, -4.85], [-2.61, -0.40, -3.87], [-1.10, 0.28, -4.55], [3.11, -3.07, 0.22], [3.15, -3.18, -1.12], [2.80, -4.42, -1.89], [1.65, -5.29, -1.29], [0.52, -4.53, -0.69], [0.42, -4.28, 0.63], [1.51, -4.53, 1.64], [2.96, -4.24, 1.14], [3.69, -5.08, -1.98], [2.08, -6.00, -0.57], [2.54, -4.14, -2.93], [3.38, -5.15, 0.69], [3.35, -2.11, 0.71], [3.61, -2.39, -1.72], [3.56, -4.03, 2.04], [1.31, -3.90, 2.52], [-0.52, -3.93, 1.10], [1.49, -5.57, 1.99], [1.25, -5.88, -2.13], [-0.29, -4.29, -1.39], [1.17, -0.07, -0.73], [2.42, 1.06, -0.17], [1.47, -0.82, -2.34], [-1.20, -0.99, 0.40], [0.61, -1.25, 0.55], [-2.08, -2.29, -0.47], [-1.99, -0.56, 1.95], [1.98, 1.83, 0.47], [2.85, 1.53, -1.06], [3.20, 0.51, 0.37], [1.78, -1.86, -2.22], [2.27, -0.24, -2.82], [0.56, -0.78, -2.96], [-1.89, -1.39, 2.66], [-3.05, -0.37, 1.74], [-1.54, 0.36, 2.37], [1.01, -1.06, 1.55], [0.91, -2.24, 0.22], [-3.13, -2.28, -0.13], [-1.64, -3.27, -0.29], [-2.07, -2.07, -1.55], [1.70, 0.99, 3.54], [0.86, 2.17, 3.77], [0.51, 2.67, 5.08], [-0.26, 3.82, 4.86], [-0.35, 3.97, 3.43], [-1.06, 5.08, 2.77], [0.31, 2.96, 2.80], [2.70, 1.13, 3.99], [1.81, 0.80, 2.47], [1.26, 0.11, 4.03], [0.83, 2.21, 6.01], [-0.70, 4.49, 5.58], [-2.06, 5.20, 3.21], [-1.14, 4.89, 1.70], [-0.53, 6.02, 2.93]],
  "mulliken_charge": [-0.15, 0.49, 0.32, 0.65, 0.63, 0.43, -1.72, 0.40, 0.42, 0.34, -1.11, 0.46, 0.10, 0.41, -1.09, 0.37, 0.11, 0.37, -1.67, 0.34, 0.41, 0.37, -1.34, 0.36, 0.38, 0.33, -0.53, -0.78, -0.53, -1.15, 0.29, -0.76, -1.09, -0.90, 0.37, 0.32, 0.38, 0.34, 0.58, 0.88, 0.43, 0.34, 0.97, 0.42, 0.45, 0.36, 1.10, -1.38, -0.54, 0.94, 1.52, -1.14, -1.13, 0.29, 0.51, 0.43, -0.41, 0.49, 0.17, 0.44, 0.43, 0.19, 0.19, -2.16, 0.47, 0.37, 0.22, -0.39, 0.45, -1.03, -0.84, 0.58, -0.72, -0.04, 0.50, -0.34, 0.32, 0.46, 0.47, 0.36, -0.19, 0.41],
  "multiplicity": 6,
  "total_charge": 2,
  "lumo_ev": [-4.8, -8.4],
  "de_lowest_kj_mol": 0.0,
  "gap_ha": [0.19682, 0.19547]
}